This record from the Open Molecules 2025 dataset describes a structure of composition C43H72CrN3O2P3Si. The level of theory is the ωB97M-V functional and the def2-TZVPD basis.

HOMO (alpha / beta) = -6.92 / -6.93 eV
multiplicity = 5
LUMO level (alpha / beta) = 0.47 / 0.47 eV
expectation value of S² = 6.034
frontier orbital gap (alpha / beta) = 7.392 / 7.402 eV
net charge = 0
E_tot = -4354.5368 Ha

Last column: Löwdin spin population.
Positions of all 125 atoms, in Å:
Cr -0.70337 0.79094 0.55454  3.81
C 1.92198 3.66992 0.86312  0.00
C 0.59651 4.18009 0.29287  0.00
C -0.34454 4.66220 1.40059  0.00
P -0.16178 2.81586 -0.70222  0.02
C -1.55013 3.58116 -1.69426  0.00
C -2.92036 3.17229 -1.15488  0.00
C -1.50896 5.09977 -1.87843  0.00
C 1.11917 2.48987 -1.96449  0.00
C 1.48536 3.49912 -2.86278  0.00
C 2.39479 3.25419 -3.87330  0.00
C 2.94306 1.98264 -3.99905  0.00
C 2.58769 0.98930 -3.10537  0.00
C 1.68555 1.21087 -2.05447  0.00
Si 1.10455 -0.22493 -0.88163  0.01
C 2.76541 -1.03333 -0.28924  -0.01
C 3.98759 -0.43729 -0.62115  0.00
C 5.20253 -1.09303 -0.47772  0.00
C 5.22830 -2.39980 -0.01688  0.00
C 4.04127 -2.98972 0.38868  0.00
C 2.82280 -2.31324 0.30437  0.00
P 1.34588 -2.93448 1.20868  0.00
C 1.11442 -4.74707 0.77855  0.00
C 1.13686 -4.88625 -0.74216  0.00
C 1.94916 -5.84970 1.42653  0.00
C 1.99847 -2.73188 2.96527  0.00
C 2.59082 -1.31725 3.02800  0.00
C 3.00203 -3.68892 3.60911  0.00
C 0.72161 -1.44931 -2.34795  0.00
C 1.74731 -2.26381 -2.85217  0.00
C 1.62352 -2.98041 -4.03009  0.00
C 0.44733 -2.90794 -4.75984  0.00
C -0.58604 -2.12143 -4.28498  0.00
C -0.47150 -1.39567 -3.09403  0.00
P -1.83614 -0.30691 -2.52901  0.03
C -3.23170 -1.50272 -2.19143  0.00
C -3.44248 -2.71121 -3.10146  0.00
C -4.54978 -0.73569 -2.01034  0.00
C -2.31969 0.68148 -4.04269  0.00
C -1.04513 1.25969 -4.66865  0.00
C -3.21988 0.09513 -5.12999  0.00
H 2.35149 4.41356 1.53782  0.00
H 2.64681 3.45823 0.07687  0.00
H 1.77546 2.74416 1.42590  0.00
H 0.80858 5.01029 -0.38752  0.00
H -1.16580 5.26252 1.01213  0.00
H -0.81070 3.83531 1.93683  0.00
H 0.20598 5.27930 2.11434  0.00
H -1.41426 3.11856 -2.67665  0.00
H -3.11739 3.62892 -0.18426  0.00
H -2.98919 2.09311 -1.02231  0.00
H -3.69852 3.49165 -1.85379  0.00
H -1.69651 5.61844 -0.93907  0.00
H -2.30129 5.39414 -2.57046  0.00
H -0.56991 5.46998 -2.28514  0.00
H 1.05049 4.48605 -2.78097  0.00
H 2.66623 4.04149 -4.56534  0.00
H 3.64382 1.76820 -4.79683  0.00
H 3.01768 0.00259 -3.23311  0.00
H 3.99274 0.56431 -1.03138  0.00
H 6.12253 -0.59289 -0.75547  0.00
H 6.16197 -2.94346 0.05576  0.00
H 4.06764 -3.99234 0.79270  0.00
H 0.07655 -4.91431 1.08909  0.00
H 2.15085 -4.78199 -1.13322  0.00
H 0.51835 -4.13287 -1.23017  0.00
H 0.76125 -5.87137 -1.02897  0.00
H 3.01734 -5.72945 1.24508  0.00
H 1.65450 -6.81185 0.99846  0.00
H 1.78870 -5.91363 2.49909  0.00
H 1.08639 -2.74983 3.57597  0.00
H 2.66325 -0.98549 4.06601  0.00
H 2.00564 -0.59565 2.45455  0.00
H 3.59733 -1.31355 2.60730  0.00
H 3.89650 -3.81028 2.99899  0.00
H 2.59042 -4.67025 3.82051  0.00
H 3.32406 -3.26018 4.56253  0.00
H 2.68348 -2.33692 -2.31377  0.00
H 2.44792 -3.59076 -4.37966  0.00
H 0.33585 -3.45362 -5.68856  0.00
H -1.50181 -2.07298 -4.85523  0.00
H -2.93610 -1.89950 -1.21302  0.00
H -3.72474 -2.41403 -4.11208  0.00
H -4.25583 -3.32431 -2.70230  0.00
H -2.55418 -3.33717 -3.16307  0.00
H -5.08203 -0.65494 -2.95876  0.00
H -4.40479 0.27710 -1.62847  0.00
H -5.20997 -1.26055 -1.31652  0.00
H -2.87386 1.51384 -3.59205  0.00
H -0.56291 0.51943 -5.30965  0.00
H -0.30927 1.56080 -3.92064  0.00
H -1.28637 2.13163 -5.28151  0.00
H -2.75591 -0.74122 -5.65118  0.00
H -3.41716 0.86526 -5.88128  0.00
H -4.18201 -0.23559 -4.74322  0.00
N -1.54817 -0.96074 1.46756  0.01
C -3.02422 -0.90440 1.44238  0.01
C -3.55478 0.05065 2.49167  0.00
C -3.07512 1.49975 2.37975  0.01
O -3.53229 2.31875 3.16550  0.01
O -2.22000 1.77728 1.45435  0.04
H -1.17455 -1.81054 1.05372  0.01
H -1.23007 -0.94692 2.43485  0.00
H -3.45272 -1.89967 1.59783  0.00
H -3.32858 -0.56315 0.45508  0.00
H -3.28660 -0.29291 3.49421  0.00
H -4.64547 0.06883 2.45451  0.00
C 0.90441 1.18322 6.01053  0.00
C -0.46621 1.28111 5.33613  0.00
C -0.88272 2.74228 5.20963  0.00
C -1.50810 0.51561 6.14478  0.00
N -0.45717 0.63267 3.99591  0.00
N 0.20641 1.35167 2.95790  0.03
H 0.90340 1.71326 6.96417  0.00
H 1.68692 1.62919 5.39023  0.00
H 1.17213 0.14156 6.20575  0.00
H -1.04686 3.14974 6.20860  0.00
H -1.80725 2.84243 4.63920  0.00
H -0.10293 3.34672 4.74022  0.00
H -1.50843 0.84541 7.18497  0.00
H -1.29525 -0.55730 6.13275  0.00
H -2.49987 0.68010 5.72278  0.00
H 0.03691 -0.24955 4.08398  0.00
H 1.13351 1.66614 3.24664  0.00
H -0.35807 2.17839 2.79056  0.00

Force components x, y, z for each atom (eV/Å):
-0.3 -0.3 0.2
0.0 0.0 0.0
0.0 0.0 0.0
0.0 0.0 0.0
0.1 0.3 -0.2
0.0 0.0 0.0
0.0 0.0 0.0
0.0 0.0 0.0
0.1 0.0 0.0
0.0 0.0 0.0
0.0 0.0 0.0
0.0 0.0 0.0
0.0 0.0 0.0
-0.1 0.0 0.0
0.2 -0.2 -0.2
0.0 0.1 0.0
0.0 0.0 0.0
0.0 0.0 0.0
0.0 0.0 0.0
0.0 0.0 0.0
0.0 -0.1 0.0
0.0 0.0 -0.2
0.0 0.0 0.1
0.0 0.0 0.0
0.0 0.0 0.0
-0.1 0.0 0.0
-0.1 0.1 0.0
0.0 0.0 0.0
0.0 0.0 0.0
0.0 0.0 0.0
0.0 0.0 0.0
0.0 0.0 0.0
0.0 0.0 0.0
0.0 0.0 0.0
0.0 -0.1 0.0
0.0 0.0 0.0
0.0 0.0 0.0
0.0 0.0 0.1
0.0 0.0 0.0
0.0 0.0 0.0
0.0 0.0 0.0
0.0 0.0 0.0
0.0 0.0 0.0
0.0 0.0 0.0
0.0 0.0 0.0
0.0 0.0 0.0
0.0 0.0 0.0
0.0 0.0 0.0
0.0 0.0 0.0
0.0 0.0 0.0
0.0 0.0 0.0
0.0 0.0 0.0
0.0 0.0 0.0
0.0 0.0 0.0
0.0 0.0 0.0
0.0 0.0 0.0
0.0 0.0 0.0
0.0 0.0 0.0
0.0 0.0 0.0
0.0 0.0 0.0
0.0 0.0 0.0
0.0 0.0 0.0
0.0 0.0 0.0
0.0 0.0 0.1
0.0 0.0 0.0
0.0 0.0 0.0
0.0 0.0 0.0
0.0 0.0 0.0
0.0 0.0 0.0
0.0 0.0 0.0
0.0 0.0 0.0
0.0 0.0 0.1
-0.1 0.1 0.1
0.0 0.0 0.0
0.0 0.0 0.0
0.0 0.0 0.0
0.0 0.0 0.0
0.0 0.0 0.0
0.0 0.0 0.0
0.0 0.0 0.0
0.0 0.0 0.0
0.0 0.0 0.0
0.0 0.0 0.0
0.0 0.0 0.0
0.0 0.0 0.0
0.0 0.0 0.0
0.0 0.0 0.1
0.0 0.0 0.0
0.0 0.0 0.0
0.0 0.0 0.0
0.0 0.0 0.0
0.0 0.0 0.0
0.0 0.0 0.0
0.0 0.0 0.0
0.0 0.0 0.0
0.1 0.0 0.0
0.0 0.0 0.0
0.0 0.0 0.0
0.0 0.0 0.0
0.0 0.0 0.0
0.1 0.0 0.0
0.0 0.0 0.0
0.0 0.0 0.0
0.0 0.0 0.0
0.0 0.0 -0.1
0.0 0.0 0.0
0.0 0.0 0.0
0.0 0.0 0.0
0.0 -0.1 0.0
0.0 0.0 0.0
0.0 0.0 0.0
0.0 0.1 0.0
0.0 0.0 0.1
0.0 0.0 0.0
0.0 0.0 0.0
0.0 0.0 0.0
0.0 0.0 0.0
0.0 0.0 0.0
0.0 0.0 0.0
0.0 0.0 0.0
0.0 0.0 0.0
0.0 0.0 0.0
0.0 -0.1 0.0
0.0 0.0 0.0
0.0 0.0 0.0